97
Properties=species:S:1:pos:R:3:lowdin_charge:R:1 method="wB97M-V/def2-TZVPD" orbital_gap_ev=7.843 total_charge=0 lumo_energy_ev=-2.590 relative_energy_kj_mol=86.1 fmax_ha_per_bohr=0.041 e_tot_ev=-100594.5308
K -4.135 -18.624 -7.414 0.944
B -5.997 -16.091 -8.309 -1.354
F -5.222 -15.591 -7.261 0.102
F -6.928 -17.085 -7.967 0.103
F -6.640 -14.969 -8.862 0.129
F -5.127 -16.710 -9.221 0.058
C -7.649 -17.432 -4.669 -0.013
C -7.957 -16.028 -5.197 -0.298
C -9.107 -16.029 -6.226 -0.070
O -10.041 -15.078 -5.692 0.076
C -9.561 -14.569 -4.554 -0.583
O -10.078 -13.702 -3.911 0.158
O -8.464 -15.220 -4.157 0.099
H -8.515 -17.944 -4.239 0.097
H -6.913 -17.382 -3.866 0.088
H -7.347 -18.129 -5.452 0.052
H -7.046 -15.615 -5.631 0.126
H -9.560 -17.015 -6.343 0.127
H -8.812 -15.761 -7.239 0.114
C -8.411 -19.829 -7.539 -0.029
C -8.925 -21.067 -8.258 -0.311
C -8.261 -22.392 -7.814 -0.075
O -9.376 -23.263 -7.611 0.069
C -10.521 -22.568 -7.539 -0.555
O -11.590 -22.986 -7.267 0.190
O -10.273 -21.262 -7.865 0.077
H -7.348 -19.692 -7.780 0.070
H -8.453 -19.885 -6.452 0.085
H -8.939 -18.944 -7.886 0.085
H -8.887 -20.957 -9.345 0.145
H -7.679 -22.229 -6.905 0.129
H -7.714 -22.915 -8.597 0.134
C -8.570 -18.449 -11.822 -0.016
C -7.552 -17.348 -11.572 -0.281
C -6.174 -17.722 -12.182 -0.082
O -6.012 -16.795 -13.264 0.066
C -6.944 -15.817 -13.140 -0.573
O -6.922 -14.856 -13.838 0.167
O -7.922 -16.204 -12.337 0.119
H -8.649 -18.787 -12.855 0.096
H -9.569 -18.176 -11.481 0.091
H -8.253 -19.344 -11.277 0.070
H -7.326 -17.178 -10.522 0.126
H -6.107 -18.757 -12.514 0.128
H -5.355 -17.514 -11.489 0.112
C -4.706 -11.952 -7.567 -0.004
C -5.134 -11.904 -6.120 -0.291
C -4.940 -13.165 -5.286 -0.102
O -4.102 -12.780 -4.212 0.068
C -3.673 -11.513 -4.401 -0.581
O -2.839 -10.971 -3.753 0.171
O -4.338 -10.943 -5.410 0.104
H -5.341 -12.647 -8.126 0.071
H -3.649 -12.185 -7.668 0.079
H -5.019 -11.036 -8.077 0.099
H -6.190 -11.622 -6.123 0.143
H -4.495 -14.026 -5.787 0.100
H -5.896 -13.541 -4.911 0.127
C -4.569 -13.313 -11.386 -0.009
C -4.414 -13.197 -12.888 -0.314
C -5.084 -12.025 -13.548 -0.099
O -4.121 -11.451 -14.423 0.078
C -2.900 -11.930 -14.103 -0.559
O -1.839 -11.556 -14.481 0.164
O -3.036 -12.944 -13.215 0.079
H -4.062 -14.252 -11.144 0.082
H -5.607 -13.573 -11.160 0.086
H -4.250 -12.445 -10.823 0.089
H -4.723 -14.136 -13.347 0.129
H -5.496 -11.304 -12.833 0.137
H -5.943 -12.277 -14.172 0.132
C -1.535 -14.214 -6.290 -0.008
C -0.889 -14.446 -7.651 -0.299
C -1.805 -14.570 -8.858 -0.083
O -1.593 -13.384 -9.634 0.056
C -0.687 -12.602 -9.011 -0.571
O -0.403 -11.507 -9.359 0.184
O -0.128 -13.260 -7.969 0.080
H -0.753 -13.959 -5.572 0.099
H -2.092 -15.084 -5.943 0.084
H -2.134 -13.301 -6.304 0.076
H -0.138 -15.223 -7.494 0.148
H -2.877 -14.641 -8.691 0.124
H -1.332 -15.364 -9.446 0.136
C -9.844 -11.298 -6.210 -0.019
C -9.299 -11.404 -7.613 -0.281
C -8.818 -12.779 -8.111 -0.092
O -9.463 -12.937 -9.357 0.069
C -10.517 -12.072 -9.463 -0.569
O -11.324 -12.055 -10.329 0.172
O -10.437 -11.180 -8.483 0.078
H -9.105 -11.696 -5.503 0.080
H -10.695 -11.964 -6.051 0.094
H -10.166 -10.288 -5.978 0.091
H -8.652 -10.548 -7.825 0.153
H -9.158 -13.552 -7.417 0.114
H -7.737 -12.778 -8.219 0.111

=====

84
Properties=species:S:1:pos:R:3:lowdin_charge:R:1 method="wB97M-V/def2-TZVPD" orbital_gap_ev=9.395 total_charge=0 lumo_energy_ev=0.088 relative_energy_kj_mol=0.0 fmax_ha_per_bohr=0.071 e_tot_ev=-143518.6130 smiles="Fc1ccccc1.Fc1ccccc1.CC(C)=O.CC(C)=O.CC(C)=O.CC(C)=O.ClCCl.ClCCl.ClCCl.ClCCl"
F 7.197 9.011 -15.169 0.024
C 7.489 8.284 -16.309 -0.267
C 7.861 8.977 -17.484 0.012
C 8.234 8.201 -18.658 -0.076
C 8.447 6.849 -18.517 -0.105
C 8.319 6.224 -17.245 -0.059
C 7.827 6.977 -16.162 -0.039
H 7.751 10.052 -17.486 0.106
H 8.434 8.800 -19.534 0.095
H 8.818 6.288 -19.362 0.096
H 8.621 5.198 -17.101 0.098
H 7.779 6.566 -15.164 0.116
F -2.351 16.896 -24.416 0.060
C -1.616 16.739 -25.532 -0.301
C -2.252 16.702 -26.765 -0.023
C -1.524 16.844 -27.937 -0.070
C -0.121 16.803 -27.835 -0.076
C 0.469 16.577 -26.574 -0.087
C -0.266 16.641 -25.414 -0.038
H -3.327 16.726 -26.668 0.115
H -2.030 17.047 -28.870 0.103
H 0.584 16.787 -28.653 0.095
H 1.497 16.302 -26.392 0.103
H 0.207 16.743 -24.448 0.119
C 5.680 10.180 -23.654 -0.968
Cl 5.024 11.697 -24.422 0.444
Cl 5.334 8.688 -24.593 0.479
H 6.753 10.332 -23.545 0.022
H 5.272 10.141 -22.643 0.024
C 8.735 18.959 -23.850 -1.018
Cl 10.206 19.424 -24.811 0.460
Cl 7.255 19.193 -24.736 0.511
H 8.805 17.888 -23.660 0.020
H 8.625 19.566 -22.951 0.025
C -2.194 16.189 -17.038 -1.024
Cl -3.421 17.488 -16.598 0.427
Cl -1.186 16.800 -18.265 0.543
H -1.628 16.170 -16.106 0.014
H -2.660 15.237 -17.291 0.038
C 10.184 16.088 -19.078 -0.963
Cl 9.556 17.750 -19.143 0.467
Cl 11.756 16.032 -19.978 0.448
H 10.543 15.994 -18.053 0.013
H 9.497 15.363 -19.514 0.034
C 4.879 15.745 -21.434 -0.028
C 4.552 14.466 -20.704 -0.490
O 5.397 13.669 -20.333 0.043
C 3.076 14.244 -20.385 -0.015
H 4.163 16.547 -21.256 0.081
H 5.046 15.481 -22.478 0.089
H 5.872 16.133 -21.208 0.076
H 2.558 14.792 -21.172 0.073
H 2.906 14.599 -19.369 0.089
H 2.845 13.179 -20.418 0.083
C 4.074 18.411 -15.674 -0.018
C 5.433 17.923 -15.001 -0.420
O 5.763 16.746 -14.814 0.034
C 6.359 19.034 -14.495 -0.031
H 3.241 18.434 -14.972 0.078
H 3.811 17.751 -16.500 0.068
H 4.205 19.411 -16.088 0.063
H 6.676 18.938 -13.456 0.084
H 5.732 19.924 -14.560 0.059
H 7.177 19.187 -15.199 0.084
C -1.905 11.228 -22.025 -0.008
C -0.949 10.068 -22.385 -0.498
O 0.259 10.238 -22.409 0.045
C -1.541 8.787 -22.820 -0.037
H -1.783 11.516 -20.981 0.084
H -2.874 10.767 -22.220 0.065
H -1.723 12.047 -22.721 0.085
H -1.978 8.337 -21.929 0.089
H -0.777 8.101 -23.186 0.088
H -2.372 8.892 -23.518 0.087
C 2.201 8.447 -18.170 -0.020
C 0.720 7.962 -18.241 -0.429
O -0.244 8.438 -17.601 0.021
C 0.531 6.701 -19.116 -0.030
H 2.689 8.413 -19.143 0.072
H 2.788 7.815 -17.504 0.083
H 2.078 9.458 -17.780 0.076
H -0.511 6.754 -19.431 0.072
H 0.703 5.820 -18.497 0.084
H 1.227 6.728 -19.954 0.071

=====

75
Properties=species:S:1:pos:R:3:lowdin_charge:R:1 method="wB97M-V/def2-TZVPD" orbital_gap_ev="4.441 / 4.434" multiplicity=4 s_squared=3.7920 total_charge=-1 lumo_energy_ev="2.021 / 2.020" relative_energy_kj_mol=65.2 fmax_ha_per_bohr=0.129 e_tot_ev=-80803.4025
O -0.221 0.082 -4.235 -0.231
C -0.742 1.461 -4.768 -0.060
C -1.352 0.847 -5.991 -0.070
H 0.160 2.058 -4.901 0.107
H -1.464 1.920 -4.097 0.106
C -0.670 -0.457 -5.560 -0.511
H -0.959 1.270 -6.919 0.121
H -2.444 0.794 -5.993 0.127
C 0.497 -0.751 -6.482 -0.005
H 1.087 0.158 -6.665 0.084
H 0.104 -1.112 -7.446 0.102
H 1.164 -1.535 -6.096 0.082
C -1.563 -1.660 -5.340 -0.006
H -2.428 -1.371 -4.733 0.082
H -1.014 -2.471 -4.838 0.098
H -1.918 -2.025 -6.311 0.095
Co -0.306 -0.426 -2.555 0.617
C -2.916 0.096 -0.934 -0.112
C -2.550 1.070 0.012 -0.145
C -1.512 1.870 -0.524 -0.106
H -3.029 1.219 0.976 0.092
C -1.190 1.418 -1.835 -0.210
C -2.173 0.321 -2.163 -0.254
H -2.628 0.135 -3.141 0.081
H -3.690 -0.658 -0.766 0.092
H -1.053 2.727 -0.033 0.068
H -0.514 1.977 -2.482 0.061
C -0.002 -1.053 -0.465 -0.192
C -0.293 -2.213 -1.289 -0.202
C 0.970 -2.668 -1.812 -0.158
H -1.236 -2.751 -1.284 0.091
C 1.979 -1.788 -1.357 -0.175
C 1.384 -0.761 -0.570 -0.117
H 1.881 0.054 -0.050 0.076
H -0.667 -0.602 0.270 0.082
H 1.125 -3.590 -2.356 0.074
H 3.055 -1.932 -1.487 0.091
O 3.911 0.205 -5.611 -0.150
C 3.401 -0.598 -4.559 -0.201
C 2.800 0.321 -3.471 -0.156
H 4.212 -1.253 -4.167 0.125
H 2.605 -1.252 -4.970 0.083
C 2.787 1.742 -4.087 -0.144
H 3.445 0.245 -2.575 0.113
H 1.771 -0.015 -3.202 0.057
C 3.397 1.557 -5.483 -0.182
H 3.425 2.387 -3.479 0.106
H 1.787 2.181 -4.142 0.077
H 4.232 2.249 -5.701 0.117
H 2.636 1.685 -6.271 0.094
C 1.639 3.118 -0.843 -0.177
Si 1.565 2.952 1.036 0.349
C 3.311 2.501 1.524 -0.192
C 0.946 4.583 1.715 -0.189
N 0.455 1.716 1.588 -0.060
C 0.073 1.296 2.779 -0.407
C -1.029 0.379 2.925 -0.069
C -1.299 -0.244 4.131 -0.148
C -0.542 0.062 5.270 -0.184
C 0.460 1.035 5.197 -0.159
C 0.748 1.676 4.000 -0.076
H 2.290 3.975 -1.074 0.028
H 0.658 3.323 -1.280 0.006
H 2.056 2.236 -1.348 0.009
H 4.012 3.226 1.088 0.014
H 3.444 2.495 2.612 0.014
H 3.562 1.502 1.143 0.021
H -0.144 4.662 1.601 0.026
H 1.177 4.663 2.784 0.017
H 1.403 5.432 1.190 0.011
H -1.632 0.165 2.043 0.052
H -2.111 -0.975 4.167 0.084
H -0.743 -0.449 6.214 0.066
H 1.033 1.311 6.083 0.080
H 1.519 2.449 3.941 0.068